Entry from the OMol25 dataset: 6 unconnected molecules or ions with the total composition C12H36O6 at a distorted geometry (ωB97M-V/def2-TZVPD).

Last column: natural (NBO) charge in e.
Geometry (Å):
C -15.556 -40.817 -27.253  -0.64
C -16.859 -40.127 -26.861  -0.07
O -17.622 -41.007 -26.017  -0.72
H -14.978 -41.187 -26.411  0.20
H -15.078 -40.119 -27.948  0.23
H -15.790 -41.655 -27.915  0.21
H -17.338 -39.896 -27.821  0.16
H -16.692 -39.173 -26.352  0.16
H -18.265 -40.423 -25.595  0.46
C -10.895 -41.043 -27.766  -0.64
C -9.611 -40.383 -28.251  -0.06
O -8.672 -40.320 -27.187  -0.73
H -11.197 -40.782 -26.755  0.22
H -10.822 -42.135 -27.799  0.21
H -11.686 -40.871 -28.503  0.22
H -9.723 -39.363 -28.635  0.16
H -9.268 -40.957 -29.121  0.15
H -7.879 -39.873 -27.499  0.47
C -14.660 -35.932 -24.495  -0.65
C -14.836 -37.361 -24.039  -0.06
O -14.280 -38.271 -25.003  -0.75
H -15.473 -35.270 -24.191  0.22
H -14.793 -35.891 -25.583  0.24
H -13.698 -35.483 -24.262  0.21
H -15.907 -37.583 -23.988  0.16
H -14.400 -37.565 -23.059  0.17
H -14.587 -39.152 -24.768  0.48
C -11.485 -36.717 -28.731  -0.64
C -11.946 -37.356 -27.452  -0.07
O -13.359 -37.561 -27.543  -0.76
H -10.477 -36.289 -28.681  0.22
H -12.061 -35.827 -29.007  0.21
H -11.519 -37.350 -29.618  0.20
H -11.669 -36.785 -26.562  0.16
H -11.481 -38.346 -27.385  0.16
H -13.601 -37.996 -26.700  0.50
C -7.622 -37.641 -32.187  -0.63
C -8.581 -36.990 -31.212  -0.07
O -7.813 -36.605 -30.059  -0.73
H -6.892 -36.908 -32.538  0.20
H -8.103 -37.981 -33.114  0.21
H -7.134 -38.508 -31.748  0.21
H -9.334 -37.692 -30.861  0.18
H -9.059 -36.134 -31.698  0.16
H -7.376 -35.768 -30.238  0.47
C -10.116 -33.594 -25.384  -0.65
C -8.926 -32.992 -24.623  -0.06
O -8.740 -33.658 -23.360  -0.73
H -10.161 -34.678 -25.393  0.22
H -9.929 -33.268 -26.417  0.21
H -11.089 -33.144 -25.178  0.20
H -8.944 -31.917 -24.441  0.17
H -8.029 -33.272 -25.174  0.18
H -9.570 -33.638 -22.876  0.46

Force components x, y, z for each atom (eV/Å):
C -0.9 0.3 -0.8
C 0.6 -0.6 -0.1
O -0.1 0.9 -0.3
H 0.3 0.3 0.0
H 0.7 0.0 0.6
H -0.1 -0.2 0.4
H -0.5 -0.1 0.3
H 0.2 -0.1 0.0
H -0.1 -0.5 0.1
C 0.0 -0.5 -0.7
C -0.1 0.2 -0.1
O 0.1 -0.5 0.0
H 0.0 0.4 -0.1
H 0.4 0.0 0.2
H -0.1 0.5 0.3
H -0.6 0.0 0.1
H 0.4 -0.1 0.2
H 0.0 0.0 0.0
C -0.3 0.3 -1.0
C -0.6 -0.2 -0.1
O 0.1 0.1 0.2
H 0.2 -0.2 0.7
H 0.4 -0.3 0.0
H 0.0 -0.1 0.1
H 0.0 0.1 0.2
H 0.0 0.2 0.0
H 0.1 -0.1 -0.1
C 0.5 1.4 -0.7
C -0.3 -0.8 -0.7
O 0.3 -0.1 0.7
H 0.2 -0.5 0.3
H -0.4 -0.2 0.3
H -0.1 -0.4 0.3
H -0.1 0.2 0.0
H 0.2 0.1 0.3
H -0.2 0.4 -0.5
C -0.3 -0.1 -0.9
C 1.0 -0.1 0.0
O -0.6 0.1 0.1
H 0.2 -0.1 0.3
H -0.2 0.0 0.2
H 0.2 0.1 0.1
H -0.1 0.1 0.0
H -0.2 0.0 0.3
H 0.0 0.0 -0.1
C 0.4 1.6 -1.1
C -0.2 -1.7 0.8
O 0.0 0.2 0.0
H 0.2 -0.1 0.3
H -0.2 -0.3 -0.1
H 0.0 -0.2 0.5
H -0.3 0.1 -0.4
H 0.1 0.4 0.0
H 0.0 0.1 0.0

## Properties
LUMO energy = 0.60 eV
total charge = 0
calculated total energy = -930.14467 Ha
energy above the lowest of the compared OMol25 structures with the same formula, charge and spin = 61.7 kcal per mole
spin multiplicity = 1